The following is a DFT calculation (wB97M-V/def2-TZVPD) of C31H46Cl2NPZr as an isolated structure in a non-equilibrium geometry.

Values from the calculation:
HOMO-LUMO gap in eV: 5.872
E_HOMO in eV: -6.19

```
82
Properties=species:S:1:pos:R:3:forces:R:3:lowdin_charge:R:1
P -0.06685 1.01603 -1.49869 0.1 -0.7 2.0 1.074
C -1.69852 0.41807 -2.14744 0.3 0.5 -0.1 -0.467
C -2.19233 1.04177 -3.45193 -0.4 -0.4 0.0 -0.213
C -3.65698 0.62466 -3.67568 0.1 0.1 0.0 -0.200
C -3.85219 -0.90102 -3.62494 -0.1 0.1 0.0 -0.205
C -3.22235 -1.55322 -2.39024 0.2 0.0 0.1 -0.204
C -1.76334 -1.12039 -2.19785 -0.2 0.2 0.0 -0.219
C 1.33123 0.32643 -2.49416 -0.4 0.3 -0.1 -0.464
C 1.22233 0.49745 -4.00705 0.5 -0.3 -0.1 -0.212
C 2.53455 0.01903 -4.65519 0.0 0.0 0.0 -0.202
C 2.94771 -1.39844 -4.21965 -0.1 0.0 -0.1 -0.203
C 2.89556 -1.62478 -2.70274 -0.1 0.0 0.1 -0.206
C 1.58203 -1.14298 -2.07961 0.1 0.3 -0.2 -0.219
C -0.03816 2.86897 -1.60356 -0.1 -0.3 -1.0 -0.468
C -1.21141 3.44114 -0.77082 0.2 -0.1 0.0 -0.217
C -1.09821 4.96029 -0.56270 -0.1 -0.1 -0.2 -0.206
C 0.27141 5.41417 -0.05145 0.0 -0.3 0.0 -0.210
C 1.41368 4.86439 -0.91077 0.0 -0.1 -0.2 -0.208
C 1.35333 3.34556 -1.12425 -0.2 0.0 0.1 -0.226
H -2.39149 0.74205 -1.34381 0.2 -0.1 -0.2 0.108
H -1.57049 0.68330 -4.28627 -0.2 0.2 0.1 0.101
H -2.11079 2.13802 -3.41175 0.0 -0.3 -0.1 0.098
H -4.01081 1.02311 -4.63403 0.0 -0.1 0.1 0.104
H -4.27778 1.09535 -2.89802 0.1 -0.1 -0.1 0.112
H -4.92293 -1.12568 -3.63169 0.0 0.0 -0.1 0.103
H -3.43792 -1.35301 -4.53621 0.1 0.1 0.1 0.111
H -3.78806 -1.28598 -1.48594 0.1 0.0 -0.2 0.114
H -3.26892 -2.64402 -2.46969 -0.1 0.1 0.0 0.107
H -1.34772 -1.56546 -1.27748 -0.1 0.2 -0.3 0.112
H -1.16699 -1.46861 -3.05693 -0.1 0.0 0.2 0.103
H 2.22581 0.89608 -2.17518 -0.3 -0.1 0.1 0.106
H 3.33188 0.72256 -4.38057 -0.1 0.0 0.0 0.110
H 1.04332 1.55661 -4.25078 0.0 -0.3 0.0 0.110
H 0.37247 -0.08080 -4.40118 0.2 0.1 0.1 0.099
H 2.45067 0.06464 -5.74623 0.1 -0.1 0.1 0.104
H 3.96902 -1.59727 -4.56470 -0.1 0.0 -0.1 0.103
H 2.29985 -2.13343 -4.72172 0.0 0.1 0.1 0.112
H 3.03790 -2.68565 -2.47459 0.0 0.0 -0.1 0.106
H 3.72631 -1.09852 -2.21166 -0.1 0.0 -0.1 0.112
H 1.62238 -1.22233 -0.97983 -0.1 0.0 -0.4 0.097
H 0.74658 -1.76679 -2.43156 0.3 0.1 0.1 0.093
H -0.17467 3.14169 -2.67197 0.1 0.3 0.4 0.108
H -2.16815 3.22260 -1.27483 0.3 0.0 0.1 0.102
H -1.25664 2.92940 0.20722 0.1 0.1 -0.2 0.095
H -1.31131 5.45294 -1.52040 0.1 0.0 0.1 0.111
H -1.87676 5.27787 0.13678 0.0 0.0 -0.1 0.104
H 0.40175 5.08401 0.98809 0.0 0.0 -0.1 0.111
H 0.31568 6.50889 -0.04302 0.0 -0.1 0.0 0.104
H 2.37458 5.11723 -0.45420 0.0 0.1 -0.1 0.104
H 1.39253 5.34758 -1.89628 0.0 0.0 0.1 0.112
H 2.11838 3.06061 -1.86534 -0.3 0.1 0.2 0.102
H 1.61781 2.82402 -0.18726 -0.2 0.1 -0.2 0.088
Zr -0.12177 -0.50412 3.26894 -0.5 -2.2 -1.8 0.781
Cl 1.57334 0.51704 1.99969 0.5 0.1 0.0 -0.043
Cl -2.00618 0.66336 2.56345 -0.8 0.5 0.1 -0.054
C -0.51128 -2.39890 2.44011 0.2 1.3 1.1 -0.316
H -1.58658 -2.63038 2.34794 0.2 0.3 0.0 0.004
C 0.32306 -3.47117 1.94109 0.9 -0.7 -0.4 -0.370
C 1.74264 -3.30785 1.85716 -0.6 -0.3 0.1 -0.096
C 2.57885 -4.38157 1.56092 -0.2 -0.2 -0.2 -0.114
C 2.04004 -5.64340 1.25348 -0.3 0.3 0.1 -0.117
C 0.64039 -5.80731 1.23656 0.6 0.1 -0.1 -0.110
C -0.19922 -4.74534 1.54879 0.3 0.8 0.4 -0.069
H 2.16014 -2.30525 2.03017 -0.1 -0.5 0.0 0.055
H 3.66376 -4.24239 1.56112 -0.3 0.0 -0.1 0.096
H 0.22065 -6.78323 0.97235 0.1 0.4 0.1 0.097
H -1.28276 -4.86559 1.52298 0.2 -0.1 0.1 0.100
H 2.69815 -6.48196 1.01449 -0.2 0.3 0.1 0.090
N 1.32730 -0.49547 5.10059 1.4 0.5 0.6 -0.055
C 0.47373 -0.07376 6.22032 0.4 -1.0 -1.1 -0.315
C 0.63774 -0.67616 7.45542 -0.6 -0.1 0.5 -0.029
C -0.44419 -0.64389 8.34444 0.1 0.3 -0.2 -0.053
C -1.63607 -0.00032 7.96958 0.1 0.0 0.1 -0.072
C -1.73290 0.68010 6.75693 0.4 0.3 -0.4 -0.049
C -0.64373 0.66688 5.86017 -0.6 0.4 0.6 -0.114
H 2.10219 0.15874 4.91492 -0.5 -0.1 -0.1 0.100
H 1.80763 -1.38080 5.29727 -0.4 0.2 0.1 0.116
H 1.57776 -1.19021 7.68906 -0.5 0.1 -0.1 0.124
H -0.35969 -1.12403 9.32260 -0.1 0.2 -0.4 0.113
H -2.48778 -0.01366 8.65362 0.3 0.0 -0.3 0.111
H -2.63578 1.22859 6.47571 0.3 -0.2 0.2 0.120
H -0.63644 1.29390 4.93990 -0.3 -0.5 0.7 0.075
```
Positions in Å, forces in eV/Å.

The following is a DFT calculation (wB97M-V/def2-TZVPD) of C23H23MoP2 as an isolated structure in a non-equilibrium geometry.

Values from the calculation:
Net charge: +1
Multiplicity: 3
HOMO-LUMO gap (alpha / beta) in eV: 7.296 / 6.379
E_HOMO (alpha / beta) in eV: -10.82 / -10.19
<S²>: 2.0644

```
49
Properties=species:S:1:pos:R:3:forces:R:3:mulliken_spin:R:1
C 0.52866 0.18974 -4.50401 -0.2 -0.2 -0.8 -0.071
C -0.75464 -0.52576 -4.44921 0.6 1.7 0.4 -0.062
C -0.55974 -1.68726 -3.70031 1.7 -0.3 1.3 0.043
C 0.84786 -1.71356 -3.27701 -0.7 -1.2 -1.1 0.007
C 1.53646 -0.62116 -3.89281 -1.3 0.1 0.4 0.005
Mo 0.06886 0.17584 -2.27471 0.8 -1.8 -0.7 2.088
P -0.45514 2.34684 -1.87361 -1.1 2.2 -0.9 -0.078
H 0.70856 1.10884 -5.06611 -0.1 -0.4 0.2 -0.001
H -1.69124 -0.17986 -4.88901 0.4 -0.1 0.2 -0.001
H -1.31364 -2.43096 -3.43781 0.3 0.3 0.0 0.021
H 2.60416 -0.40736 -3.83901 -0.4 0.0 0.1 -0.007
H 1.31866 -2.52786 -2.72141 -0.2 0.3 -0.2 0.015
H -1.42244 2.60244 -0.87221 0.2 0.5 -0.2 -0.007
H -0.97914 3.11394 -2.94411 0.2 0.2 0.3 0.012
H 0.59556 3.19374 -1.44241 -0.2 0.1 0.1 -0.001
C -0.59484 3.04554 3.92399 -0.2 -0.4 -0.2 0.001
C 0.36086 3.28434 2.93889 -0.1 -0.4 -0.2 0.000
C 0.45066 2.43374 1.83739 -0.4 0.0 0.3 0.007
C -0.40874 1.32434 1.70759 -0.9 1.4 0.2 -0.005
C -1.37294 1.09134 2.70329 0.3 0.6 0.0 -0.002
C -1.46104 1.95264 3.80689 0.5 0.1 -0.4 0.000
P -0.26824 0.33054 0.19369 0.6 -0.7 1.4 -0.075
C 1.47146 -0.07466 0.53149 0.5 -1.2 0.2 -0.012
C 2.45736 0.14284 -0.44221 0.1 -0.5 1.0 0.013
C 3.79366 -0.18016 -0.18001 -0.2 0.0 0.2 0.019
C 4.15736 -0.71776 1.05719 -0.4 0.2 -0.3 0.002
C 3.18586 -0.93266 2.03619 -0.4 0.2 -0.4 0.005
C 1.85036 -0.61616 1.77609 0.6 -0.1 -0.3 0.013
C -1.45724 -0.99756 0.40399 0.0 -0.9 0.5 0.010
C -1.09514 -2.24306 0.93649 -0.7 -0.2 0.0 0.015
C -2.06684 -3.23286 1.11719 -0.1 0.4 -0.2 -0.008
C -3.39704 -2.98526 0.76589 0.3 0.3 -0.1 0.018
C -3.75894 -1.74776 0.22949 0.4 0.0 0.1 -0.006
C -2.79204 -0.75616 0.04809 0.0 -0.3 0.1 0.070
H -0.67074 3.71264 4.77299 0.0 0.0 0.0 0.000
H 1.02756 4.13424 3.02139 0.0 -0.1 0.0 0.000
H 1.18986 2.64874 1.07359 0.0 -0.1 0.0 0.001
H -2.06424 0.26704 2.63289 -0.1 -0.1 -0.1 0.003
H -2.20804 1.77874 4.56929 0.0 -0.1 0.0 0.000
H 2.20306 0.56314 -1.40231 0.0 0.4 -0.5 -0.035
H 4.54906 -0.01306 -0.93671 0.0 0.0 0.0 0.000
H 5.19156 -0.96516 1.25969 0.0 0.0 0.0 0.001
H 3.46616 -1.34616 2.99659 0.0 0.0 0.0 0.000
H 1.11286 -0.79276 2.54889 -0.1 0.1 0.0 -0.001
H -0.07474 -2.45296 1.21889 0.1 0.0 0.0 -0.005
H -1.79004 -4.19286 1.53339 0.0 0.0 0.0 -0.001
H -4.14784 -3.75046 0.90909 0.0 0.0 0.0 0.001
H -4.78844 -1.55336 -0.04351 0.0 0.0 0.0 0.000
H -3.08344 0.20334 -0.36181 0.0 0.0 0.0 0.008
```
Positions in Å, forces in eV/Å.

The following is a DFT calculation (wB97M-V/def2-TZVPD) of an isolated ion of composition C4H6N3 and charge +1 in a non-equilibrium geometry.

Values from the calculation:
Net charge: +1
SMILES string: C1=NN=C[NH+]=CC1
HOMO-LUMO gap in eV: 9.447
E_HOMO in eV: -15.12

```
13
Properties=species:S:1:pos:R:3:forces:R:3:lowdin_charge:R:1
C -1.83433 0.35673 -0.10356 3.1 0.4 0.8 -0.104
N -1.98303 -0.86744 -0.31298 0.3 -2.0 0.4 0.127
N -1.02614 -1.94577 0.29576 -5.7 2.3 -0.1 0.147
C 0.16760 -1.98286 0.02345 0.0 3.1 -1.6 -0.158
N 0.87311 -0.90673 -0.53721 0.4 -0.6 -0.3 0.149
C 0.57731 0.32810 -0.30505 1.8 1.4 -0.4 0.005
C -0.49530 0.77099 0.55463 -0.4 -1.3 2.5 -0.110
H -2.24142 1.34122 -0.36670 -1.6 -1.3 -0.8 0.144
H 0.60575 -2.87545 0.07341 2.4 -3.4 0.6 0.107
H 1.68655 -1.16302 -1.11010 -0.3 0.5 0.3 0.198
H 1.34631 1.00733 -0.71051 -0.8 0.0 -0.1 0.172
H -0.57759 1.84055 0.83708 0.9 -0.8 -0.2 0.141
H -0.42080 0.03683 1.47152 -0.2 1.6 -1.1 0.183
```
Positions in Å, forces in eV/Å.

One value per record, in order, for energy relative to the best compared isomer or geometry (same formula, charge and spin): 0.0, 0.0, 89.0 kcal/mol.
One value per record, in order, for E: -2572.4539, -1640.8017, -319.8898 Ha.